Here is 2 unconnected molecules or ions with the total composition C3H9NO3 from OMol25. Energies are from wB97M-V/def2-TZVPD.

Last column: Löwdin charge in e.
Element x y z (Å)
O  0.230  -1.871  -0.267  0.024
O  0.685  1.687  -0.041  -0.254
O  -2.163  -1.379  0.197  -0.101
N  -1.290  -1.085  1.276  0.002
C  -0.553  1.320  -0.806  -0.058
C  -0.049  -1.332  0.936  -0.266
C  1.913  0.984  -0.032  -0.137
H  2.080  0.462  -0.978  0.090
H  2.727  1.677  0.199  0.081
H  -0.606  -1.856  -0.768  0.092
H  0.738  -1.514  1.676  0.140
H  -0.856  2.204  -1.370  0.075
H  -0.444  0.460  -1.467  0.075
H  1.945  0.343  0.854  0.057
H  -1.321  1.230  -0.037  0.067
H  -3.036  -1.330  0.626  0.111

Values from the calculation:
E (eV): -10886.1739
Relative energy (zero: lowest compared OMol25 entry of this formula, charge and spin) (kJ/mol): 425.26
Charge: 0
SMILES string: O/C=N\O.COC

Here is 2 unconnected molecules or ions with the total composition C3H9NO3 from OMol25. Energies are from wB97M-V/def2-TZVPD.

Last column: Löwdin charge in e.
Element x y z (Å)
O  4.912  -0.934  0.262  -0.070
O  -0.467  2.039  -0.586  0.072
O  -1.270  -0.263  1.699  -0.073
N  0.392  0.028  -1.228  0.157
C  -0.625  0.864  -0.816  -0.568
C  -2.355  0.142  0.847  -0.238
C  -1.993  0.214  -0.625  -0.099
H  -3.108  -0.622  1.038  0.117
H  0.257  -0.919  -0.902  0.097
H  5.064  -1.251  1.160  0.032
H  1.339  0.333  -1.026  0.111
H  5.737  -1.111  -0.217  0.038
H  -2.041  -0.766  -1.103  0.116
H  -0.473  0.198  1.400  0.071
H  -2.627  0.951  -1.103  0.121
H  -2.743  1.096  1.199  0.116

Values from the calculation:
E (eV): -10889.6438
Relative energy (zero: lowest compared OMol25 entry of this formula, charge and spin) (kJ/mol): 90.47
Charge: 0
SMILES string: NC(=O)CCO.O

Here is 2 unconnected molecules or ions with the total composition C3H9NO3 from OMol25. Energies are from wB97M-V/def2-TZVPD.

Last column: Löwdin charge in e.
Element x y z (Å)
O  1.343  -0.055  1.962  0.088
O  -1.182  4.987  0.515  -0.065
O  -0.485  0.938  1.132  0.097
N  0.747  -0.506  -0.145  0.048
C  -0.398  -1.306  -0.597  -0.241
C  0.089  -2.404  -1.537  -0.079
C  0.522  0.312  0.922  -0.604
H  -1.606  4.299  1.039  0.029
H  -0.935  -1.721  0.259  0.121
H  0.191  -3.339  -0.985  0.071
H  1.355  0.695  2.572  0.115
H  -0.369  4.568  0.200  0.032
H  1.043  -2.106  -1.956  0.073
H  -1.144  -0.662  -1.062  0.113
H  1.579  -1.069  -0.117  0.124
H  -0.750  -2.632  -2.200  0.077

Values from the calculation:
E (eV): -10889.6758
Relative energy (zero: lowest compared OMol25 entry of this formula, charge and spin) (kJ/mol): 87.39
Charge: 0
SMILES string: CCNC(=O)O.O

Here is 2 unconnected molecules or ions with the total composition C3H9NO3 from OMol25. Energies are from wB97M-V/def2-TZVPD.

Last column: Löwdin charge in e.
Element x y z (Å)
O  -2.194  -2.503  -1.265  -0.036
O  -0.407  2.301  -1.558  -0.105
O  1.318  0.287  2.229  0.019
N  0.780  -1.424  0.696  0.156
C  0.412  1.177  -0.980  -0.234
C  0.050  0.956  0.432  -0.176
C  0.882  -0.103  1.117  -0.479
H  -0.125  -1.623  0.188  0.112
H  -1.989  -3.450  -1.224  0.051
H  -0.946  0.548  0.514  0.118
H  -0.057  1.840  1.117  0.148
H  0.432  0.230  -1.492  0.096
H  -1.109  2.319  -0.828  0.094
H  -2.015  -2.236  -2.134  0.005
H  1.539  1.552  -1.038  0.161
H  1.021  -2.081  1.365  0.070

Values from the calculation:
E (eV): -10888.6340
Relative energy (zero: lowest compared OMol25 entry of this formula, charge and spin) (kJ/mol): 187.90
Charge: 0
SMILES string: NC(=O)CCO.O

Here is 2 unconnected molecules or ions with the total composition C3H9NO3 from OMol25. Energies are from wB97M-V/def2-TZVPD.

Last column: Löwdin charge in e.
Element x y z (Å)
O  2.508  0.381  -1.350  -0.087
O  -0.804  -1.547  -0.846  0.098
O  -0.879  0.648  3.788  -0.053
N  -1.530  0.026  0.671  0.119
C  0.178  0.642  -0.958  -0.098
C  1.208  0.136  -1.942  -0.238
C  -0.720  -0.447  -0.377  -0.505
H  -0.593  0.237  4.612  0.045
H  1.102  -0.930  -2.132  0.109
H  0.716  1.147  -0.146  0.128
H  -0.578  1.324  -1.337  0.122
H  3.147  -0.089  -1.906  0.084
H  -1.129  0.094  1.587  0.048
H  1.149  0.660  -2.901  0.115
H  -1.509  0.031  3.405  0.019
H  -2.520  -0.156  0.618  0.094

Values from the calculation:
E (eV): -10889.0567
Relative energy (zero: lowest compared OMol25 entry of this formula, charge and spin) (kJ/mol): 147.11
Charge: 0
SMILES string: NC(=O)CCO.O

Here is 2 unconnected molecules or ions with the total composition C3H9NO3 from OMol25. Energies are from wB97M-V/def2-TZVPD.

Last column: Löwdin charge in e.
Element x y z (Å)
O  -2.374  0.725  1.762  -0.123
O  1.575  1.232  0.716  0.023
O  -0.018  1.607  -0.877  0.143
N  -0.251  -2.570  -0.282  -0.001
C  1.118  -0.559  -0.735  -0.080
C  -0.283  -1.125  -0.576  -0.269
C  0.770  0.884  -0.406  -0.514
H  1.569  -0.701  -1.691  0.120
H  1.775  -0.956  0.030  0.116
H  -2.239  1.610  1.310  0.069
H  0.704  -2.899  -0.164  0.061
H  -0.568  -3.134  -1.023  0.037
H  -0.946  -0.874  -1.491  0.159
H  -0.797  -0.817  0.256  0.049
H  -2.576  -0.168  1.343  0.068
H  1.739  2.211  0.899  0.143

Values from the calculation:
E (eV): -10888.4793
Relative energy (zero: lowest compared OMol25 entry of this formula, charge and spin) (kJ/mol): 202.83
Charge: 0
SMILES string: NCCC(=O)O.O

Here is a single C3H9NO3S molecule from OMol25. Energies are from wB97M-V/def2-TZVPD.

Last column: Löwdin charge in e.
Element x y z (Å)
S  -1.487  -0.079  0.047  0.657
O  -1.820  -0.341  1.408  -0.283
O  -2.130  -0.849  -0.973  -0.298
O  -1.898  1.436  -0.452  -0.195
N  0.740  0.938  -1.039  0.068
C  0.890  -1.378  -0.308  -0.078
C  0.830  0.437  1.318  -0.083
C  0.385  0.013  -0.007  -0.705
H  0.714  1.911  -0.889  0.078
H  0.327  1.300  1.882  0.128
H  -2.806  1.488  -0.782  0.089
H  0.362  -2.311  0.076  0.115
H  1.992  -1.520  -0.027  0.119
H  1.903  0.518  1.262  0.084
H  0.680  -0.596  1.849  0.123
H  0.819  -1.636  -1.387  0.089
H  0.500  0.669  -1.977  0.092

Values from the calculation:
E (eV): -21723.6916
Relative energy (zero: lowest compared OMol25 entry of this formula, charge and spin) (kJ/mol): 187.06
Charge: 0
SMILES string: CC(C)(N)S(=O)(=O)O

Here is a single C3H9NO4 molecule from OMol25. Energies are from wB97M-V/def2-TZVPD.

Last column: Löwdin charge in e.
Element x y z (Å)
O  0.206  1.279  -0.830  0.050
O  -0.633  -1.491  -0.295  -0.113
O  -1.511  1.942  0.447  0.061
O  -1.546  -0.193  -0.379  0.052
N  -0.100  0.408  1.347  -0.014
C  -0.185  -1.888  -1.574  -0.092
C  -0.727  0.834  0.117  -0.715
C  1.347  0.438  1.408  -0.105
H  -0.971  -1.726  -2.321  0.095
H  1.754  1.420  1.155  0.085
H  -1.034  2.335  1.195  0.116
H  0.050  -2.957  -1.552  0.098
H  -0.462  -0.523  1.539  0.118
H  -0.370  1.521  -1.572  0.121
H  0.707  -1.318  -1.854  0.083
H  1.802  -0.299  0.739  0.077
H  1.673  0.216  2.430  0.083

Values from the calculation:
E (eV): -12933.4688
Relative energy (zero: lowest compared OMol25 entry of this formula, charge and spin) (kJ/mol): 379.76
Charge: 0
SMILES string: CNC(O)(O)OOC

Here is 2 unconnected molecules or ions with the total composition C3H9NO4S from OMol25. Energies are from wB97M-V/def2-TZVPD.

Last column: Löwdin charge in e.
Element x y z (Å)
S  0.328  -3.020  -0.351  0.647
O  1.116  -3.134  0.831  -0.238
O  0.907  -2.608  -1.574  -0.243
O  -1.050  -0.295  0.513  -0.207
O  -0.990  -3.538  -0.277  -0.224
N  -0.271  0.626  0.150  -0.587
C  1.189  0.160  0.359  0.044
C  -0.577  1.795  1.065  -0.010
C  -0.589  0.933  -1.248  0.010
H  1.106  -0.343  1.265  0.075
H  -1.419  0.197  -1.323  0.122
H  0.189  0.608  -1.914  0.088
H  1.272  -0.526  -0.495  0.063
H  -1.628  1.778  0.990  0.079
H  -0.337  1.637  2.183  0.130
H  -0.138  2.759  0.985  0.073
H  -0.898  1.936  -1.432  0.086
H  1.790  1.035  0.273  0.092

Values from the calculation:
E (eV): -23767.3478
Relative energy (zero: lowest compared OMol25 entry of this formula, charge and spin) (kJ/mol): 393.32
Charge: 0
SMILES string: C[N+](C)(C)[O-].O=S(=O)=O

Here is a molecular structure, C3H9NOP from OMol25. Energies are from wB97M-V/def2-TZVPD.

Last column: Löwdin charge in e.
Element x y z (Å)
P  -2.714  0.712  -0.190  1.044
O  -3.200  -0.673  0.544  -0.328
N  -0.932  -1.364  -0.434  0.172
C  1.923  -1.102  0.967  -0.003
C  -1.275  0.002  -0.784  -0.377
C  2.036  0.053  0.581  0.038
H  2.068  -2.092  1.370  0.046
H  -0.085  -1.415  0.085  0.079
H  -0.971  -5.086  -2.344  0.014
H  -0.814  -1.866  -1.261  0.138
H  -1.713  -1.714  0.032  0.096
H  -3.909  -0.687  1.085  0.004
H  -1.622  -4.651  -2.347  -0.002
H  1.691  1.009  0.253  0.032
H  -0.633  0.709  -1.266  0.045

Values from the calculation:
E (eV): -16072.4058
Relative energy (zero: lowest compared OMol25 entry of this formula, charge and spin) (kJ/mol): 337.29
Charge: +1

no.,lowest unoccupied orbital energy (eV)
1,0.67
2,0.66
3,0.58
4,0.35
5,0.65
6,0.68
7,0.61
8,0.31
9,-0.29
10,-4.38